(1)
101
Properties=species:S:1:pos:R:3:forces:R:3 method="wB97M-V/def2-TZVPD" homo_energy_ev=-10.801 e_above_lowest_kcal_mol=0.0 charge=+1
C -2.6033 -2.8868 -0.9910 0.9 0.2 0.8
C -3.6336 -1.8514 -0.6206 1.1 -2.0 2.0
O -4.2357 -1.2276 -1.3922 -1.5 1.6 -1.3
N -3.9073 -1.6896 0.8961 0.9 0.1 -1.5
H -3.7968 -2.6283 1.3995 -0.3 0.7 -0.6
H -3.1171 -1.0397 1.2737 -1.2 -0.7 -0.2
C -5.2591 -1.1191 1.1589 -0.7 -0.4 0.3
H -2.9332 -3.9147 -0.7829 0.0 0.4 0.3
H -1.6449 -2.6691 -0.4556 -0.7 -0.3 -0.2
H -2.3876 -2.8065 -2.0472 -0.1 0.1 -0.2
H -5.9540 -1.5593 0.4110 0.4 0.5 0.7
H -5.3796 -0.0271 1.2403 0.8 -0.4 -0.8
H -5.5243 -1.4346 2.1603 -0.2 -0.5 0.1
C 1.3926 -4.4744 4.2715 -1.2 0.8 1.9
C 1.3312 -4.3073 2.8432 0.1 -0.3 -1.9
O 1.5349 -5.1181 2.0038 0.0 0.2 -0.3
N 0.9150 -2.9070 2.3755 -1.2 -0.2 0.5
H 0.6491 -2.8734 1.3944 -0.2 -0.6 -0.2
H 0.0047 -2.6032 2.9102 2.0 0.0 -0.3
C 2.0783 -1.9879 2.4458 -0.6 2.2 -0.3
H 1.1845 -3.5186 4.7851 0.0 -0.6 -0.1
H 2.2992 -4.8850 4.6787 0.4 -0.4 -0.3
H 0.5576 -5.1735 4.4917 0.4 0.3 0.2
H 1.6114 -0.9988 2.4258 0.5 -0.1 -0.2
H 2.8114 -2.0459 1.6311 -0.7 -0.6 0.0
H 2.6086 -2.0302 3.3561 0.4 -0.5 1.2
C 4.2601 -1.0936 -2.3280 1.9 2.5 1.2
C 3.8327 -0.1250 -1.1762 0.0 0.0 -1.4
O 3.8487 -0.2271 -0.0036 -0.2 0.1 -1.3
N 3.4666 1.3136 -1.8518 0.1 -1.0 -0.6
H 4.2755 1.4898 -2.4607 -0.2 0.0 0.1
H 2.6522 1.1158 -2.5315 1.0 0.3 1.4
C 3.2534 2.4867 -0.9418 -0.7 0.5 -1.2
H 5.3296 -1.3023 -2.1602 -0.5 -0.3 0.2
H 4.2024 -0.7407 -3.3382 -0.1 1.3 -0.4
H 3.6905 -1.9272 -2.4560 -1.6 -2.7 0.8
H 2.2377 2.3659 -0.5770 0.1 0.4 0.2
H 3.3786 3.4042 -1.5665 -0.4 -0.7 0.5
H 3.9636 2.5589 -0.1417 0.4 -0.5 0.4
C 0.7266 1.8992 7.3199 -0.2 1.9 -1.0
C 1.8846 2.7825 7.6932 -0.2 -0.2 0.8
O 2.4046 2.7307 8.7575 0.1 0.1 0.4
N 2.5323 3.6890 6.7241 0.9 1.0 -2.2
H 3.1294 3.0962 6.0877 -0.5 -0.2 0.1
H 1.9583 4.1982 6.0122 -0.1 -0.8 0.6
C 3.4831 4.7267 7.2414 0.3 0.6 1.3
H 1.1493 0.9408 7.4556 0.0 -1.4 -0.1
H 0.3159 2.0750 6.3044 0.3 -0.3 0.6
H -0.0376 2.0873 8.0721 -0.1 -0.2 0.0
H 2.9437 5.6293 7.5816 0.0 -0.6 -0.3
H 4.1647 5.0191 6.4424 -0.2 -0.3 0.1
H 4.0281 4.3366 8.1126 -0.2 0.0 -0.5
C -1.9136 3.4302 -10.9443 0.9 -0.8 -1.4
C -2.7270 2.5023 -11.8696 1.3 0.9 0.4
O -3.6620 2.9532 -12.4523 -2.3 1.2 -1.1
N -2.2758 1.2907 -12.2283 0.9 -0.7 0.3
H -3.9089 0.0691 -4.8706 -0.7 -0.2 -0.2
H -1.6033 0.8405 -11.6421 0.4 -0.2 -0.2
C -2.6938 0.7186 -13.4860 -0.6 0.1 -1.2
H -2.3915 4.4273 -11.0842 0.6 -0.8 0.7
H -0.8560 3.4084 -11.3661 -1.2 0.4 0.5
H -1.8314 3.0178 -9.9457 -0.2 0.4 0.4
H -2.5604 1.4085 -14.3526 0.2 0.0 0.8
H -3.7869 0.5518 -13.5014 0.6 -0.4 0.2
H -2.0953 -0.1620 -13.7542 -0.4 0.0 0.5
N 3.3605 3.0380 2.6616 0.1 -0.7 -0.9
S 2.7110 4.3711 3.1204 -0.9 0.8 1.1
O 2.5841 5.3702 2.0996 0.2 -1.6 0.7
O 3.2256 4.7525 4.4076 0.2 0.5 -0.1
F 1.1812 3.9821 3.5841 0.9 0.0 -0.8
S 3.4731 1.6396 3.3780 0.8 1.1 3.7
O 3.6293 1.5984 4.8688 0.1 1.0 -2.7
O 4.2715 0.7443 2.6346 0.4 -0.1 -0.4
F 2.0402 1.1297 3.2840 -1.9 -0.7 -0.7
N -0.8701 -0.3788 -3.9493 -0.3 0.2 -0.1
S 0.6938 -0.5861 -4.1443 0.3 0.4 0.5
O 1.3271 -0.4096 -2.8418 -0.5 0.4 -1.9
O 1.1453 0.0532 -5.3479 0.2 -0.8 1.4
F 0.8290 -2.1438 -4.3310 -0.1 0.2 -0.4
S -1.9212 -0.7603 -5.0012 1.9 0.8 2.8
O -1.5432 -1.0443 -6.3055 -0.5 -0.1 -1.7
O -2.9959 0.3441 -4.7507 0.8 -1.1 -0.1
F -2.4557 -2.0697 -4.3744 -1.3 0.2 -0.4
N -2.7446 -3.3180 3.5847 1.0 0.7 0.2
S -1.9451 -3.1485 4.9304 -2.5 0.8 1.2
O -0.8330 -2.3322 4.6822 2.4 1.2 -1.1
O -1.8009 -4.2534 5.7799 0.2 -1.6 0.3
F -2.8473 -2.1543 5.7814 -0.2 -0.4 -0.6
S -3.5694 -4.5553 3.1737 -0.2 -0.2 -2.8
O -4.1152 -4.2143 1.8468 0.1 -0.4 1.7
O -4.3195 -5.1705 4.1776 -1.1 -0.4 0.8
F -2.5315 -5.6677 2.7487 0.5 0.2 0.2
N -0.9180 1.4631 1.2960 -0.3 0.3 0.3
S -1.5606 0.7942 2.5757 1.1 -0.3 -1.7
O -2.6571 -0.1396 2.3336 0.6 1.9 0.8
O -1.5609 1.7851 3.5723 -1.0 0.0 0.8
F -0.4772 -0.2426 3.0299 0.7 -0.2 0.3
S -0.4720 0.7481 -0.0149 -0.7 -1.2 2.4
O 0.1418 -0.5491 0.3638 -1.0 1.7 -2.1
O 0.1534 1.6874 -0.9040 -0.6 -1.4 0.3
F -1.9996 0.4278 -0.5879 1.8 -0.2 -0.4

***

(2)
71
Properties=species:S:1:pos:R:3:forces:R:3 method="wB97M-V/def2-TZVPD" homo_energy_ev=-9.564
O 2.4705 2.2675 -5.9126 0.1 0.5 0.0
S 1.6366 2.3366 -4.7448 -0.2 -0.8 -0.2
O 0.3383 1.7169 -4.8155 -0.1 0.2 0.1
F 1.3331 3.8879 -4.4230 0.1 0.1 -0.2
P 2.6882 1.4824 -2.8323 0.4 -0.6 0.8
C 3.4793 0.7270 -1.3414 0.3 0.2 -0.1
C 3.4729 1.6149 -0.0915 -0.1 -0.9 0.3
C 2.0846 1.9013 0.5135 0.3 0.6 0.1
O 1.9494 3.2945 0.7869 -0.3 -0.1 0.2
H 2.5824 0.2859 -3.5563 -0.1 0.1 -0.2
H 3.7661 2.3266 -3.1498 -0.2 0.2 -0.1
H 1.5172 1.9227 -2.1936 0.0 0.2 -0.2
H 4.5244 0.5466 -1.6204 0.0 -0.1 -0.1
H 3.0534 -0.2621 -1.1506 -0.2 0.1 0.1
H 4.0241 2.5446 -0.2514 -0.2 0.1 -0.1
H 4.0459 1.0798 0.6702 0.1 0.1 0.0
H 1.2497 1.5444 -0.1002 0.1 0.0 -0.1
H 1.9844 1.4129 1.4816 0.0 0.0 0.0
H 2.0484 3.7858 -0.0330 0.0 0.0 -0.1
C 3.9618 1.4982 6.5384 0.0 -0.1 0.1
C 2.7289 1.0070 5.8030 0.0 0.3 0.1
O 2.9728 -0.2258 5.1182 0.2 0.2 0.5
P 3.1974 -1.5759 5.9505 -1.6 -1.3 -4.5
O 2.0612 -1.8690 6.8346 1.3 0.6 1.9
O 3.0642 -2.6261 4.7300 0.3 0.1 0.0
C 2.0387 -3.6164 4.6998 -0.2 -0.1 -0.1
C 0.7970 -3.1133 3.9907 0.0 0.1 -0.1
O 4.7857 -1.6848 5.9698 -0.1 0.3 2.0
C 5.5708 -1.8145 7.1746 0.2 0.0 0.2
C 4.9900 -2.8052 8.1620 -0.2 0.0 0.0
H 4.1765 0.8667 7.4049 0.0 0.0 0.0
H 3.8119 2.5151 6.9012 0.0 0.0 0.0
H 4.8321 1.4788 5.8820 0.0 0.1 0.0
H 1.8874 0.8961 6.4908 0.0 -0.1 0.0
H 2.4411 1.7276 5.0389 0.0 -0.1 -0.1
H 1.8011 -3.9544 5.7081 0.0 0.1 0.1
H 2.4587 -4.4682 4.1628 0.1 0.0 0.0
H 0.5042 -2.1343 4.3700 0.0 -0.1 0.1
H -0.0334 -3.8063 4.1317 0.0 0.0 0.0
H 0.9820 -3.0093 2.9204 0.0 0.0 0.0
H 5.6951 -0.8322 7.6361 -0.1 0.0 -0.1
H 6.5571 -2.1398 6.8490 -0.1 0.0 -0.2
H 4.0157 -2.4775 8.5291 0.0 0.0 0.0
H 5.6526 -2.9103 9.0209 0.1 0.0 0.0
H 4.8594 -3.7825 7.6961 0.1 0.0 0.0
C -6.5219 -0.7806 -7.4148 0.2 0.0 0.1
C -7.2230 -0.0199 -6.3063 -0.2 0.0 -0.2
O -6.7007 -0.3293 -5.0093 0.1 -0.1 -0.5
P -5.2335 0.1503 -4.6131 -1.7 -0.3 2.8
O -5.0098 1.5766 -4.8584 0.8 -0.2 -1.2
O -5.3287 -0.1219 -3.0380 0.2 -0.1 -0.1
C -5.1998 0.9430 -2.0963 0.0 0.2 0.2
C -6.5445 1.5570 -1.7625 -0.1 -0.1 0.0
O -4.3257 -1.0949 -4.9586 0.7 0.7 -1.0
C -3.1595 -1.0464 -5.8171 0.2 0.0 -0.2
C -2.2547 0.1391 -5.5587 -0.2 0.1 0.1
H -5.5053 -0.4087 -7.5609 0.0 0.0 0.0
H -7.0567 -0.6583 -8.3568 0.0 0.0 0.0
H -6.4627 -1.8423 -7.1740 -0.1 0.0 0.0
H -7.1622 1.0571 -6.4785 0.1 0.0 0.1
H -8.2769 -0.2922 -6.2732 0.0 0.0 0.1
H -4.5064 1.6988 -2.4659 -0.1 0.0 -0.2
H -4.7549 0.5034 -1.2024 0.0 -0.1 0.0
H -7.1018 1.7859 -2.6709 0.1 0.1 0.0
H -6.4142 2.4763 -1.1899 0.0 0.0 0.0
H -7.1476 0.8647 -1.1734 0.0 0.0 0.0
H -3.4818 -1.0716 -6.8603 -0.1 0.0 0.0
H -2.6244 -1.9757 -5.6295 -0.1 -0.1 0.1
H -2.7565 1.0807 -5.7769 0.0 0.0 0.0
H -1.3673 0.0819 -6.1874 0.0 -0.1 0.0
H -1.9387 0.1677 -4.5162 0.1 0.0 0.0